Molecular formula: C29H28NO5P2V
Method: DFT, ωB97M-V/def2-TZVPD

Values from the calculation:
**Net charge**: +3
**<S²>**: 0.7890
**DFT total energy**: -3178.62548 hartree
**Frontier orbital gap (spin up / spin down)**: 6.267 / 6.838 eV
**Energy above the lowest of the compared OMol25 structures with the same formula, charge and spin**: 0.0 kJ/mol
**2S+1**: 2

The geometry in XYZ format:
```
66
C29H28NO5P2V | OMol25 | ωB97M-V/def2-TZVPD
V 1.01696 0.90219 -0.96767
O -0.13427 3.95257 -3.45069
C 0.47513 3.17927 -2.63667
O 0.05580 2.04968 -2.29526
C 1.76854 3.70871 -2.08717
O 2.20903 2.71635 -1.16687
C 3.62558 2.53833 -0.97137
C 3.85927 1.05543 -0.73116
O 4.88131 0.49816 -0.63795
O 2.62142 0.37180 -0.62502
H -0.95419 3.57668 -3.82577
H 2.47500 3.84894 -2.91122
H 1.60742 4.67186 -1.59641
H 4.18213 2.84241 -1.85883
H 3.96703 3.10865 -0.10720
C -2.65252 -0.50230 -0.01901
N -1.19408 -0.21382 -0.12561
P -0.28889 0.68484 0.99341
C 0.16103 -0.11106 2.50057
C 1.42269 -0.69127 2.65194
C 1.72003 -1.36151 3.82516
C 0.76029 -1.46611 4.82619
C -0.49926 -0.89285 4.67110
C -0.80581 -0.20532 3.51121
C -1.10292 2.23873 1.25594
C -1.99682 2.75943 0.30743
C -2.57685 3.99533 0.52558
C -2.26068 4.72078 1.67240
C -1.36495 4.21290 2.60628
C -0.78110 2.97381 2.40416
P -0.09218 -1.20694 -1.00076
C 0.58396 -2.53268 -0.03363
C -0.23249 -3.25992 0.83946
C 0.31568 -4.29758 1.57102
C 1.66286 -4.61623 1.42432
C 2.46982 -3.90085 0.54938
C 1.93666 -2.84889 -0.17938
C -0.90595 -1.77985 -2.46240
C -1.59856 -0.88400 -3.29031
C -2.20850 -1.35418 -4.43532
C -2.11654 -2.70572 -4.76676
C -1.42093 -3.58933 -3.95510
C -0.80888 -3.13297 -2.79742
H -3.10292 0.19889 0.68023
H -2.80873 -1.51554 0.34548
H -3.12565 -0.39446 -0.99182
H 2.16459 -0.61805 1.86625
H 2.69895 -1.80003 3.96307
H 0.99676 -1.99288 5.74132
H -1.23435 -0.97201 5.46034
H -1.77750 0.26279 3.40185
H -2.26468 2.18567 -0.57187
H -3.29426 4.39072 -0.18113
H -2.72556 5.68293 1.84272
H -1.13291 4.77709 3.49926
H -0.09760 2.57220 3.14222
H -1.28571 -3.03083 0.94372
H -0.30720 -4.86894 2.24596
H 2.08348 -5.43478 1.99343
H 3.51216 -4.16419 0.43160
H 2.56874 -2.29145 -0.85924
H -1.67076 0.16540 -3.02815
H -2.75879 -0.67998 -5.07736
H -2.59451 -3.06770 -5.66732
H -1.35603 -4.63582 -4.21920
H -0.26883 -3.82249 -2.16195
```

These are the Löwdin partial charges, in e, on atoms 1 to 2:
1 V 0.9326
2 O 0.2804